The following is a DFT calculation (the ωB97M-V functional and the def2-TZVPD basis) of one molecule with the formula C18H22FN3O5 at a distorted geometry.

```
49
Properties=species:S:1:pos:R:3:mulliken_charge:R:1
C -6.4642 1.1848 1.8486 -1.394
C -5.7743 -0.2712 1.7234 -0.198
C -5.1270 -0.4842 0.3747 -0.768
C -4.2596 -1.7789 0.1705 -0.553
C -3.1744 -1.9596 1.2142 -0.644
C -1.9451 -2.8022 0.7043 -1.453
N -0.9385 -2.0049 0.0296 0.277
C -0.6857 -2.0738 -1.3233 0.325
O -0.9844 -3.0780 -2.0197 -0.643
C -0.0270 -0.9591 -1.9978 0.438
F 0.0914 -0.8217 -3.3863 -0.300
C 0.6223 -0.0430 -1.2771 -0.579
N 0.6452 -0.1721 0.0875 0.051
C 1.2601 0.9154 0.9299 -1.029
C 2.5586 1.3321 0.2896 0.460
C 2.9050 2.6479 -0.0558 -0.660
C 4.0173 2.9807 -0.7772 -0.612
C 4.8471 2.0096 -1.2714 0.638
O 5.9744 2.4838 -1.9486 -0.473
C 7.2544 2.1623 -1.3519 -0.811
C 4.4753 0.5839 -1.0226 -0.049
N 5.2943 -0.2674 -1.6359 1.060
O 5.9133 -1.0639 -0.9231 -0.567
O 5.4801 -0.3170 -2.8686 -0.547
C 3.2840 0.2660 -0.2038 -0.423
C -0.0552 -1.1576 0.7801 0.426
O 0.0873 -1.3185 1.9384 -0.591
H -7.2165 1.1074 2.6491 0.344
H -6.8969 1.4823 0.9789 0.425
H -5.8587 2.0016 2.0939 0.392
H -5.0247 -0.4717 2.5235 0.270
H -6.5966 -1.0304 1.9493 0.247
H -4.5426 0.3908 0.1012 0.314
H -5.9835 -0.6268 -0.3795 0.347
H -3.8874 -1.8127 -0.8527 0.341
H -4.9453 -2.5997 0.2598 0.343
H -3.5908 -2.4190 2.1044 0.426
H -2.7899 -0.9975 1.4463 0.467
H -2.2375 -3.6681 0.2120 0.578
H -1.3269 -3.2676 1.5365 0.394
H 1.0503 0.7589 -1.6485 0.737
H 1.5389 0.5832 1.9476 0.353
H 0.6311 1.7608 1.0206 0.458
H 2.2280 3.4390 0.3679 0.315
H 4.3073 3.9938 -0.8744 0.475
H 7.6856 1.3247 -1.8635 0.309
H 7.9615 3.0279 -1.3399 0.276
H 7.1501 1.8383 -0.3324 0.351
H 3.0696 -0.8085 0.0722 0.454
```

The energy above the lowest of the compared OMol25 structures with the same formula, charge and spin comes out at 359.7 kJ/mol. The highest occupied orbital energy comes out at -9.284 eV. As for the LUMO energy: -0.0340 Ha. Its SMILES is CCCCCCn1c(=O)c(F)cn(Cc2ccc(OC)c([N+](=O)[O-])c2)c1=O. Its HOMO-LUMO gap is 0.3072 hartree. The total charge is 0.

***

The following is a DFT calculation (the ωB97M-V functional and the def2-TZVPD basis) of C18H22FeIN2O4PS2 as an isolated structure.

```
51
Properties=species:S:1:pos:R:3:mulliken_charge:R:1
Fe -0.0441 0.6204 -0.2788 0.521
C 2.2641 -3.1357 -0.9452 -1.113
C 1.0164 -3.3644 -0.1485 0.693
N 0.8885 -4.4962 0.5012 -0.695
C -0.2219 -4.7010 1.2331 -0.920
C -1.2378 -3.7855 1.3387 0.566
C -2.4532 -4.1386 2.1483 -0.833
O -3.6169 -4.3803 1.3492 -0.551
C -1.1294 -2.5618 0.6320 0.428
C -2.2346 -1.6043 0.7504 -0.349
N -2.5111 -0.6602 -0.0682 -0.346
C -3.6926 0.0891 0.1855 0.312
C -4.8218 -0.4571 0.7934 -0.156
C -5.9554 0.3086 1.0085 -0.825
C -5.9868 1.6360 0.6091 -0.509
C -4.8856 2.1859 -0.0290 -0.564
C -3.7535 1.4142 -0.2547 0.104
I -2.1648 2.2002 -1.3033 0.299
C 0.0274 -2.3203 -0.1194 0.603
O 0.2935 -1.2289 -0.7694 -1.206
H 2.6579 -4.0941 -1.2803 0.397
H 3.0254 -2.6526 -0.3265 0.155
H 2.0782 -2.4757 -1.7896 0.312
H -0.2923 -5.6522 1.7491 0.307
H -2.6724 -3.3638 2.8918 0.298
H -2.2622 -5.0643 2.6924 0.397
H -3.5572 -3.8309 0.5620 0.448
H -2.8666 -1.7704 1.6261 0.634
H -4.8265 -1.5003 1.0816 0.447
H -6.8193 -0.1408 1.4809 0.377
H -6.8692 2.2387 0.7785 0.358
H -4.9040 3.2152 -0.3604 0.355
C 4.3635 4.9357 -0.3610 -0.914
C 3.0729 5.0181 -1.1518 -0.399
O 2.7506 3.7903 -1.8002 -0.255
P 1.8452 2.7208 -0.8924 0.333
S -0.1573 0.8861 1.8552 -0.560
S 1.1167 1.4794 -2.3447 -0.508
O 3.0255 1.8802 -0.1047 -0.342
C 3.8054 0.8160 -0.6514 0.123
C 5.0065 1.3298 -1.4179 -1.135
H 4.5957 5.9053 0.0862 0.411
H 5.1919 4.6483 -1.0104 0.212
H 4.2851 4.1944 0.4327 0.191
H 3.1585 5.7666 -1.9448 0.298
H 2.2430 5.3204 -0.5021 0.372
H 3.1737 0.1994 -1.2952 0.060
H 4.1131 0.2087 0.2031 0.263
H 4.6909 1.9216 -2.2764 0.235
H 5.6110 0.4933 -1.7787 0.436
H 5.6359 1.9568 -0.7841 0.235
```

The energy above the lowest of the compared OMol25 structures with the same formula, charge and spin comes out at 181.9 kJ/mol. The spin multiplicity is 6. The highest occupied orbital energy (alpha / beta) comes out at -4.780 / -4.570 eV. Its expectation value of S² is 8.776. As for the LUMO energy (alpha / beta): 0.0845 / 0.0794 Ha. Its HOMO-LUMO gap (alpha / beta) is 0.2602 / 0.2474 hartree. The total charge is -1.

***

The following is a DFT calculation (the ωB97M-V functional and the def2-TZVPD basis) of C18H22FeNO4 as an isolated structure at a distorted geometry.

```
46
Properties=species:S:1:pos:R:3:mulliken_charge:R:1
C -0.3880 0.8674 -2.0938 -1.564
C 0.9477 0.3593 -1.6803 0.893
C 1.0871 -1.0289 -1.1432 -1.137
C 2.0059 1.2073 -1.7841 -0.406
N 3.3180 0.8286 -1.5936 0.409
C 4.1487 1.9138 -1.0688 -0.506
C 5.4952 1.3535 -0.6405 -0.654
O 6.0913 0.5693 -1.6721 -0.333
C 5.2830 -0.5137 -2.1290 -0.610
C 3.9112 -0.0494 -2.6056 -0.332
H -1.1629 0.1010 -1.9591 0.258
H -0.6684 1.7556 -1.5021 0.359
H -0.3925 1.1787 -3.1535 0.479
H 0.0905 -1.4739 -1.0190 0.261
H 1.6624 -1.7017 -1.7945 0.360
H 1.5733 -1.0332 -0.1577 0.367
H 1.8608 2.2716 -1.9627 0.470
H 4.2820 2.7132 -1.8251 0.361
H 3.6181 2.3372 -0.2052 0.443
H 6.2089 2.1728 -0.4622 0.341
H 5.3385 0.7613 0.2817 0.338
H 5.8588 -0.9501 -2.9630 0.334
H 5.1391 -1.2671 -1.3295 0.331
H 3.2469 -0.9085 -2.7633 0.305
H 4.0270 0.4706 -3.5809 0.271
O -6.5668 -1.7574 3.0022 -0.334
C -5.5961 -1.2739 2.5904 0.369
Fe -4.2446 -0.4160 1.9045 0.568
C -5.2432 -0.2772 0.4924 0.218
O -5.9821 -0.1196 -0.4004 -0.355
C -4.9344 1.0797 2.5104 0.174
O -5.1950 2.1312 2.9331 -0.324
C -2.3379 0.2110 0.8117 -0.115
C -1.7834 0.6298 2.0238 -0.740
C -2.0061 0.0507 3.2394 -0.454
C -2.8230 -1.0582 3.4837 -0.378
C -3.0546 -2.1486 2.6220 -0.601
C -2.7691 -2.2183 1.2684 -0.782
C -2.6700 -1.1064 0.4436 -0.428
H -2.3565 0.9500 0.0038 0.556
H -1.1874 1.5487 2.0071 0.389
H -1.5744 0.5533 4.1105 0.310
H -3.1640 -1.1888 4.5162 0.483
H -3.4434 -3.0511 3.0900 0.457
H -2.8686 -3.1902 0.7792 0.358
H -2.7820 -1.2830 -0.6254 0.593
```

The spin multiplicity is 5. The highest occupied orbital energy (alpha / beta) comes out at -8.054 / -11.696 eV. Its expectation value of S² is 6.059. As for the LUMO energy (alpha / beta): -0.1180 / -0.2492 Ha. Its HOMO-LUMO gap (alpha / beta) is 0.1780 / 0.1806 hartree. The total charge is +1.

***

The following is a DFT calculation (the ωB97M-V functional and the def2-TZVPD basis) of C18H22IN3P2Sc as an isolated structure.

```
47
Properties=species:S:1:pos:R:3:mulliken_charge:R:1
Sc 0.4316 -0.6429 -1.1134 -0.026
I 3.4043 -0.1369 -1.2304 0.009
C 3.3837 -0.4117 0.9232 0.040
C 4.6140 -0.5117 1.4969 -0.721
C 4.7052 -0.5998 2.8986 -0.610
C 3.5689 -0.5667 3.6517 -0.830
C 2.2925 -0.4781 3.0485 1.049
C 1.1282 -0.4452 3.8523 -0.752
C -0.1065 -0.3622 3.2826 -1.517
C -0.2236 -0.3395 1.8794 -0.520
C 0.8592 -0.3720 1.0205 1.079
C 2.1564 -0.4165 1.6285 0.699
H 5.5115 -0.5212 0.8940 0.423
H 5.6813 -0.6762 3.3574 0.405
H 3.6245 -0.6057 4.7324 0.394
H 1.2409 -0.4936 4.9282 0.397
H -0.9999 -0.3292 3.8927 0.422
H -1.2353 -0.3134 1.4755 0.281
C -3.3961 -0.4930 -3.0410 -1.265
P -2.2940 -0.2868 -1.5940 0.900
C -3.1719 -1.3310 -0.3507 -1.233
C -2.6810 1.4732 -1.1156 -1.202
C -1.4927 2.2550 -0.5428 -0.782
P 0.0941 2.0369 -1.4723 0.825
C 1.2211 3.0249 -0.4249 -1.262
C -0.1765 3.1029 -2.9328 -1.238
H -4.4273 -0.3080 -2.7424 0.416
H -3.3112 -1.5092 -3.4251 0.411
H -3.1154 0.2004 -3.8330 0.376
H -3.9602 -0.7628 0.1402 0.419
H -2.4850 -1.7233 0.3979 0.372
H -3.6166 -2.1756 -0.8758 0.423
H -3.4987 1.4629 -0.3937 0.507
H -3.0568 1.9669 -2.0137 0.424
H -1.2824 1.9414 0.4824 0.336
H -1.7201 3.3228 -0.5196 0.573
H 0.8019 4.0163 -0.2534 0.429
H 2.1929 3.1211 -0.9084 0.385
H 1.3558 2.5126 0.5277 0.347
H -0.4325 4.1110 -2.6088 0.388
H -0.9880 2.6957 -3.5366 0.368
H 0.7189 3.1418 -3.5521 0.406
N -1.1379 -6.6132 -0.1963 -0.425
C -0.6282 -5.8029 -0.8403 0.447
N -0.0314 -4.9172 -1.6050 -0.550
C 0.1364 -3.7065 -1.6330 0.712
N 0.3459 -2.5338 -1.7556 -0.732
```

The energy above the lowest of the compared OMol25 structures with the same formula, charge and spin comes out at 55.6 kJ/mol. The highest occupied orbital energy comes out at -11.293 eV. As for the LUMO energy: -0.1337 Ha. Its HOMO-LUMO gap is 0.2813 hartree. The total charge is +1.

***

The following is a DFT calculation (the ωB97M-V functional and the def2-TZVPD basis) of C18H22LaNO5 as an isolated structure at a distorted geometry.

```
47
Properties=species:S:1:pos:R:3:mulliken_charge:R:1
La 0.2601 0.4832 0.4243 1.088
C -0.2398 -1.3772 2.0790 0.410
C -0.9935 -0.2398 2.5096 0.674
C -2.0126 -0.0147 1.5310 0.394
C -1.8925 -1.0070 0.5088 0.756
C -0.7926 -1.8446 0.8495 0.494
C -0.3347 -3.0981 0.1493 -1.595
C -2.9009 -1.2242 -0.5944 -1.705
C -3.1226 0.9996 1.5903 -1.611
C -0.8103 0.5247 3.8015 -1.906
C 0.8974 -2.0454 2.8067 -1.527
H -0.5080 -3.9625 0.7910 0.352
H 0.7340 -3.0600 -0.0752 0.259
H -0.8661 -3.2564 -0.7868 0.397
H -3.8106 -1.6766 -0.1911 0.331
H -2.5119 -1.8879 -1.3657 0.416
H -3.1860 -0.2862 -1.0724 0.358
H -4.0836 0.5016 1.4575 0.362
H -3.0200 1.7489 0.7999 0.291
H -3.1233 1.5068 2.5510 0.425
H -1.4942 0.1586 4.5703 0.337
H -0.9981 1.5904 3.6608 0.421
H 0.2039 0.4168 4.1871 0.373
H 0.5645 -2.9675 3.2899 0.353
H 1.2994 -1.3860 3.5738 0.368
H 1.7060 -2.3129 2.1208 0.295
O 2.7393 -0.1495 -0.2498 -0.448
C 3.0254 -0.4017 -1.6165 -0.846
C 1.9651 0.1339 -2.5618 0.773
C 2.2445 0.2821 -3.9162 -0.868
C 1.2594 0.7605 -4.7605 -0.279
C 0.0270 1.0898 -4.2164 -0.896
C -0.1768 0.8908 -2.8621 -0.128
N 0.7618 0.4006 -2.0466 0.086
H 3.1546 0.6841 0.0312 0.279
H 3.0552 -1.4987 -1.7221 0.258
H 4.0063 -0.0034 -1.9040 0.462
H 3.2197 0.0324 -4.3005 0.446
H 1.4598 0.8810 -5.8151 0.416
H -0.7572 1.4960 -4.8352 0.419
H -1.1292 1.1322 -2.4032 0.399
O 0.4760 4.4073 -0.2650 -0.601
C 0.4772 3.2750 0.1650 0.719
O -0.3498 2.3428 -0.1488 -0.458
C 1.6021 2.8081 1.1855 0.538
O 2.5311 3.5415 1.4522 -0.615
O 1.4442 1.6117 1.6217 -0.466
```

The energy above the lowest of the compared OMol25 structures with the same formula, charge and spin comes out at 262.0 kJ/mol. The highest occupied orbital energy comes out at -7.659 eV. As for the LUMO energy: -0.0102 Ha. Its HOMO-LUMO gap is 0.2712 hartree. The total charge is 0.